Below is a structure of composition C11H20Cl2N2O2PTi in a non-equilibrium geometry, with properties calculated with the ωB97M-V functional and the def2-TZVPD basis.

Geometry as XYZ:
```
39
Properties=species:S:1:pos:R:3
C -2.547 2.028 -1.355
C -1.706 1.165 -0.486
H -2.061 2.073 -2.329
H -2.790 3.052 -0.951
H -3.525 1.559 -1.544
O -0.640 0.595 -0.863
Cl -2.414 0.694 1.016
Ti 0.717 -0.858 0.034
P -1.150 -2.282 -0.995
C -0.639 -3.365 -2.380
C -1.794 -3.428 0.290
H -3.304 -1.130 -0.896
H -3.346 -2.529 -2.005
H -2.562 -1.015 -2.530
C -2.744 -1.669 -1.668
H -2.167 -2.814 1.120
H -2.612 -4.045 -0.111
H -1.497 -3.961 -2.714
H 0.196 -4.005 -2.066
H -0.984 -4.063 0.670
H -0.301 -2.710 -3.195
C 2.000 -1.552 -1.278
O 2.648 -2.033 -2.133
Cl 0.806 -2.020 1.945
C 1.762 2.954 3.966
C 1.856 2.394 2.605
C 2.699 2.652 1.537
C 2.391 1.773 0.493
N 1.405 0.951 0.934
N 1.059 1.384 2.205
C 2.929 1.649 -0.861
H 2.698 2.778 4.510
H 1.611 4.037 3.933
H 0.949 2.522 4.553
H 3.490 3.394 1.503
H 0.320 0.914 2.737
H 3.515 2.545 -1.080
H 3.589 0.776 -0.983
H 2.145 1.589 -1.629
```

Properties
Orbital gap (alpha / beta) in eV: 5.04 / 5.04
HOMO (alpha / beta) in Ha: -0.7106 / -0.7105
LUMO level (alpha / beta) in eV: -14.297 / -14.299
Charge: +3
2S+1: 1

Below is the molecule C2H3NOS3 in a non-equilibrium geometry, with properties calculated with the ωB97M-V functional and the def2-TZVPD basis.

Geometry as XYZ:
```
10
Properties=species:S:1:pos:R:3
C -0.106 0.366 -0.182
C -1.014 1.425 0.393
N 0.120 -0.702 0.445
O 0.895 -3.050 0.765
S 0.415 0.625 -1.816
S 2.710 -1.474 -0.923
S 0.809 -2.022 -0.243
H -1.142 1.302 1.383
H -1.901 1.121 -0.015
H -0.787 2.408 0.194
```

Properties
Orbital gap (alpha / beta) in eV: 9.54 / 6.50
Energy relative to the best compared isomer or geometry (same formula, charge and spin) in kcal/mol: 4.7
HOMO (alpha / beta) in Ha: -0.3530 / -0.3516
LUMO level (alpha / beta) in eV: -0.066 / -3.069
2S+1: 3

Below is a cluster of 3 separate species, C2H10N4 in total in a non-equilibrium geometry, with properties calculated with the ωB97M-V functional and the def2-TZVPD basis.

Geometry as XYZ:
```
16
Properties=species:S:1:pos:R:3
C 0.374 -3.401 5.937
C -0.550 4.254 -6.410
N 1.489 -4.075 5.916
N -2.033 2.433 -6.607
N 2.455 -4.021 6.898
N -1.768 3.606 -6.478
H -0.527 -3.317 5.409
H 0.243 -2.817 6.864
H -0.694 4.798 -5.433
H 0.419 3.831 -6.593
H -0.663 5.213 -7.037
H 1.764 -4.685 5.161
H -2.993 1.995 -6.497
H 2.361 -3.492 7.813
H 3.083 -4.789 6.962
H -2.960 4.468 -5.907
```

Properties
Orbital gap in eV: 8.97
Energy relative to the best compared isomer or geometry (same formula, charge and spin) in kcal/mol: 101.8
HOMO in Ha: -0.6108
LUMO level in eV: -7.652
Charge: +2
2S+1: 1

Below is a structure of composition C44H25F9N4O6PTc in a non-equilibrium geometry, with properties calculated with the ωB97M-V functional and the def2-TZVPD basis.

Geometry as XYZ:
```
90
Properties=species:S:1:pos:R:3
Tc -0.100 0.227 0.124
O -3.188 -1.852 1.775
C -2.495 -1.155 1.104
O -1.248 -0.755 1.415
C -2.913 -0.618 -0.235
C -4.180 -0.608 -0.763
C -4.385 0.066 -1.966
C -3.323 0.712 -2.593
C -2.083 0.634 -2.006
N -1.896 -0.030 -0.869
C -0.829 1.306 -2.477
O -0.778 1.935 -3.485
O 0.198 1.093 -1.624
H -4.980 -1.107 -0.230
H -5.378 0.104 -2.400
H -3.439 1.279 -3.510
O 5.436 4.148 1.067
C 5.528 2.953 0.727
O 6.439 2.162 0.418
C 4.100 2.249 0.689
C 2.934 3.019 0.655
C 1.724 2.385 0.660
N 1.658 1.030 0.685
C 2.775 0.273 0.765
C 4.009 0.853 0.753
C 2.452 -1.163 0.902
C 3.337 -2.100 1.385
C 2.887 -3.392 1.618
C 1.562 -3.706 1.352
C 0.736 -2.725 0.855
N 1.173 -1.479 0.616
C 0.394 3.027 0.712
C 0.203 4.374 0.928
C -1.088 4.865 1.059
C -2.165 3.994 0.985
C -1.921 2.659 0.756
N -0.670 2.182 0.607
H 3.032 4.099 0.631
H 4.930 0.277 0.776
H 4.356 -1.810 1.611
H 3.558 -4.138 2.030
H 1.165 -4.696 1.541
H -0.304 -2.926 0.631
H 1.057 5.033 1.017
H -1.247 5.924 1.232
H -3.184 4.340 1.100
H -2.730 1.944 0.685
F 5.382 -5.814 -5.401
C 4.866 -6.173 -4.212
F 4.308 -7.387 -4.367
F 5.881 -6.292 -3.343
C 3.849 -5.167 -3.750
C 4.137 -4.302 -2.711
C 3.194 -3.353 -2.333
C 1.974 -3.265 -2.998
C 1.693 -4.153 -4.037
C 2.628 -5.101 -4.412
P 0.826 -1.904 -2.553
C -0.827 -2.658 -2.760
C -1.053 -3.844 -2.048
C -2.333 -4.369 -1.920
C -3.404 -3.711 -2.510
C -3.194 -2.561 -3.247
C -1.917 -2.031 -3.363
C -4.809 -4.226 -2.367
F -4.898 -5.204 -1.458
F -5.638 -3.228 -1.978
F -5.281 -4.694 -3.533
C 1.154 -0.783 -3.961
C 2.165 0.152 -3.730
C 2.464 1.122 -4.676
C 1.732 1.168 -5.853
C 0.757 0.223 -6.115
C 0.471 -0.754 -5.174
C 1.992 2.240 -6.876
F 2.623 1.738 -7.953
F 0.834 2.777 -7.304
F 2.749 3.229 -6.379
H 5.088 -4.370 -2.199
H 3.414 -2.671 -1.516
H 0.742 -4.105 -4.560
H 2.413 -5.793 -5.219
H -0.213 -4.365 -1.595
H -2.501 -5.279 -1.358
H -4.034 -2.071 -3.730
H -1.780 -1.108 -3.915
H 2.712 0.132 -2.792
H 3.244 1.849 -4.492
H 0.213 0.254 -7.052
H -0.273 -1.506 -5.409
```

Properties
Orbital gap (alpha / beta) in eV: 4.52 / 4.83
Energy relative to the best compared isomer or geometry (same formula, charge and spin) in kcal/mol: 24.9
HOMO (alpha / beta) in Ha: -0.3907 / -0.3899
LUMO level (alpha / beta) in eV: -6.114 / -5.778
Charge: +1
2S+1: 2

Below is a cluster of 2 separate species, C5H9Br in total in a non-equilibrium geometry, with properties calculated with the ωB97M-V functional and the def2-TZVPD basis.

Geometry as XYZ:
```
15
Properties=species:S:1:pos:R:3
C 0.052 -0.539 1.462
C -1.832 1.015 -0.086
C 0.060 -0.077 0.163
C 1.026 0.926 -0.175
C -0.398 -1.078 -0.939
Br -3.468 -0.048 -0.046
H 0.825 -0.011 2.173
H -0.493 -1.370 1.901
H -1.739 1.712 0.740
H 1.166 1.686 0.564
H 0.908 1.401 -1.093
H 2.031 0.592 -0.462
H -1.055 -0.720 -1.714
H -0.849 -1.962 -0.518
H 0.670 -1.237 -1.512
```

Properties
Orbital gap (alpha / beta) in eV: 7.47 / 7.46
Energy relative to the best compared isomer or geometry (same formula, charge and spin) in kcal/mol: 102.8
HOMO (alpha / beta) in Ha: -0.3046 / -0.3044
LUMO level (alpha / beta) in eV: -0.823 / -0.819
2S+1: 1

Below is a cluster of 3 separate species, C2H10NO2S in total in a non-equilibrium geometry, with properties calculated with the ωB97M-V functional and the def2-TZVPD basis.

Geometry as XYZ:
```
16
Properties=species:S:1:pos:R:3
C 1.029 -0.094 0.322
C 1.055 -1.505 0.953
S -0.713 -1.924 1.330
N 0.456 0.954 1.235
H 0.511 -0.130 -0.570
H 2.123 0.071 -0.065
H 1.534 -1.370 1.885
H 1.638 -2.166 0.374
H 1.105 1.262 1.890
H -0.142 0.196 1.715
H -0.786 2.035 0.711
H -1.941 1.169 0.536
O -1.717 2.098 0.328
H -1.262 0.516 -3.257
H -1.225 -0.934 -3.490
O -1.664 -0.177 -3.897
```

Properties
Orbital gap in eV: 6.79
Energy relative to the best compared isomer or geometry (same formula, charge and spin) in kcal/mol: 23.4
HOMO in Ha: -0.1123
LUMO level in eV: 3.730
Charge: -1
2S+1: 1

Below is a structure of composition C21H51N4O16V in a non-equilibrium geometry, with properties calculated with the ωB97M-V functional and the def2-TZVPD basis.

Geometry as XYZ:
```
93
Properties=species:S:1:pos:R:3
O -0.262 1.425 -0.882
V 1.148 1.131 -1.620
O 1.330 -0.483 -1.523
O 4.070 1.308 -4.630
C 3.892 1.882 -3.467
O 4.379 2.990 -3.101
O 3.139 1.253 -2.731
H 3.659 0.518 -4.271
O 2.240 2.652 2.461
C 2.548 2.743 1.179
O 2.817 3.813 0.632
O 2.238 1.820 0.439
H 1.792 1.816 2.312
O -0.716 4.411 -3.767
C 0.237 4.425 -2.886
O 0.638 5.532 -2.431
O 0.860 3.375 -2.631
H -1.113 5.284 -3.714
C 1.913 -4.044 -2.722
O 2.291 -4.685 -1.495
C 2.634 -3.707 -0.484
C 3.121 -4.513 0.761
N 3.518 -3.675 1.841
C 3.611 -4.484 2.991
C 4.000 -3.653 4.215
O 2.838 -3.185 4.955
C 2.034 -2.231 4.351
H 1.247 -3.209 -2.505
H 1.287 -4.720 -3.306
H 2.748 -3.579 -3.246
H 1.801 -3.051 -0.233
H 3.355 -2.979 -0.856
H 3.873 -5.203 0.379
H 2.295 -5.162 1.051
H 4.471 -3.400 1.649
H 4.410 -5.199 2.795
H 2.717 -5.076 3.187
H 4.671 -2.848 3.914
H 4.647 -4.301 4.806
H 1.271 -1.790 4.993
H 1.469 -2.708 3.550
H 2.590 -1.428 3.868
C -2.291 1.062 -3.397
C -1.262 -0.039 -3.447
C -1.729 -0.957 -4.566
O -0.974 -2.182 -4.421
C -1.392 -3.287 -5.191
N -0.004 0.619 -3.756
H -2.504 1.437 -4.398
H -1.993 1.876 -2.737
H -3.209 0.689 -2.943
H -1.346 -0.614 -2.525
H -1.411 -0.589 -5.542
H -2.809 -1.066 -4.470
H -1.910 -2.970 -6.096
H -2.089 -3.887 -4.606
H -0.606 -4.012 -5.407
H -0.179 1.318 -4.464
H 0.483 -0.119 -4.245
C -6.319 3.718 -0.764
C -5.482 2.623 -1.350
C -5.294 1.480 -0.288
O -4.480 1.925 0.762
C -3.440 1.039 1.161
N -6.198 2.192 -2.546
H -7.302 3.346 -0.476
H -6.291 4.632 -1.357
H -5.815 3.924 0.181
H -4.487 2.965 -1.632
H -4.864 0.608 -0.781
H -6.239 1.051 0.045
H -2.727 0.829 0.364
H -3.718 0.084 1.606
H -2.803 1.552 1.882
H -6.245 2.883 -3.281
H -5.745 1.382 -2.944
C 0.651 1.525 6.766
C 1.140 1.542 5.357
C 0.194 0.876 4.346
O 0.945 0.435 3.212
C 0.132 -0.114 2.222
N 1.434 2.905 4.975
H 1.333 1.946 7.505
H 0.607 0.491 7.108
H -0.315 1.972 6.998
H 2.073 0.980 5.335
H -0.622 1.574 4.157
H -0.245 -0.024 4.777
H -0.465 -0.998 2.444
H 0.793 -0.437 1.417
H -0.631 0.573 1.855
H 1.629 2.937 3.984
H 2.313 3.236 5.348
```

Properties
Orbital gap in eV: 5.72
Energy relative to the best compared isomer or geometry (same formula, charge and spin) in kcal/mol: 116.8
HOMO in Ha: -0.0726
LUMO level in eV: 3.745
Charge: -2
2S+1: 1

Below is a structure of composition C27H57CoF16N3O7P4V in a non-equilibrium geometry, with properties calculated with the ωB97M-V functional and the def2-TZVPD basis.

Geometry as XYZ:
```
116
Properties=species:S:1:pos:R:3
V -3.337 2.786 -1.248
Co 1.033 2.043 -4.529
P -0.783 5.070 -0.863
F 0.532 5.563 -1.694
F 0.066 3.811 -0.321
F -0.451 5.914 0.423
F -2.160 4.444 -0.142
F -1.741 6.255 -1.417
F -1.179 4.178 -2.196
P 2.337 0.465 -6.431
F 1.500 -0.621 -7.215
F 3.519 -0.534 -6.096
F 3.007 1.012 -7.767
F 2.979 1.684 -5.528
F 1.121 1.587 -6.592
F 1.647 0.037 -4.969
O 0.227 1.161 -2.889
P -0.377 0.832 -1.562
O -1.594 1.566 -1.110
F 0.637 0.798 -0.374
F -0.785 -0.663 -1.610
O -2.930 2.535 -3.277
P -2.302 2.713 -4.627
O -0.831 2.556 -4.881
F -2.680 4.113 -5.172
F -3.085 1.841 -5.662
C -1.379 -5.403 -0.778
C 0.015 -4.769 -0.638
C 0.970 -5.931 -0.339
C 2.426 -5.482 -0.291
C 2.746 -4.839 -1.645
C 1.879 -3.591 -2.012
N 0.493 -4.079 -1.825
O -0.442 -3.160 -2.381
C 2.278 -2.452 -1.047
C 2.182 -3.309 -3.480
C -0.032 -3.841 0.588
H -1.428 -6.251 -1.463
H -2.056 -4.659 -1.212
H -1.819 -5.721 0.165
H 0.739 -6.576 0.509
H 0.869 -6.573 -1.221
H 3.064 -6.368 -0.221
H 2.734 -4.831 0.528
H 2.592 -5.575 -2.436
H 3.811 -4.588 -1.674
H 2.973 -1.831 -1.615
H 1.402 -1.815 -0.913
H 2.693 -2.817 -0.116
H 3.053 -2.678 -3.633
H 2.165 -4.211 -4.088
H 1.326 -2.736 -3.854
H -0.606 -2.926 0.389
H 0.936 -3.587 1.011
H -0.619 -4.270 1.407
H -0.569 -2.541 -1.645
C -4.257 -0.222 -1.618
C -4.424 -0.335 -0.105
C -3.517 -1.469 0.393
C -3.031 -1.360 1.818
C -2.369 -0.026 2.097
C -3.460 1.061 1.893
N -4.006 0.977 0.518
O -4.923 2.027 0.229
C -4.503 1.015 3.018
C -2.623 2.394 1.973
C -5.865 -0.707 0.293
H -4.687 0.682 -2.068
H -4.873 -1.009 -2.062
H -3.235 -0.374 -1.944
H -4.053 -2.420 0.339
H -2.614 -1.622 -0.204
H -2.276 -2.128 2.009
H -3.849 -1.510 2.525
H -1.471 0.146 1.503
H -2.048 0.054 3.137
H -5.165 1.885 2.982
H -5.147 0.163 2.809
H -4.034 0.957 3.995
H -2.301 2.390 3.013
H -1.791 2.349 1.276
H -3.209 3.275 1.715
H -6.233 -1.544 -0.300
H -6.484 0.164 0.063
H -5.960 -1.022 1.329
H -5.658 1.916 0.857
C 3.310 4.062 1.179
C 3.430 3.173 2.411
C 2.658 3.774 3.581
C 2.560 2.892 4.805
C 1.957 1.533 4.428
C 2.620 0.862 3.234
N 2.743 1.883 2.173
O 3.089 1.299 0.932
C 3.943 0.169 3.663
C 1.691 -0.262 2.786
C 4.910 2.966 2.755
H 2.324 4.315 0.791
H 3.810 3.550 0.353
H 3.886 4.971 1.362
H 3.169 4.697 3.876
H 1.651 4.025 3.240
H 1.983 3.377 5.594
H 3.542 2.727 5.262
H 0.893 1.711 4.218
H 1.894 0.838 5.271
H 3.740 -0.727 4.251
H 4.466 -0.123 2.751
H 4.583 0.787 4.290
H 2.084 -0.939 2.023
H 1.425 -0.884 3.643
H 0.751 0.137 2.392
H 5.156 2.644 3.762
H 5.501 3.851 2.508
H 5.302 2.200 2.079
H 2.229 1.051 0.580
```

Properties
Orbital gap (alpha / beta) in eV: 7.01 / 6.64
HOMO (alpha / beta) in Ha: -0.2935 / -0.2935
LUMO level (alpha / beta) in eV: -0.976 / -1.342
2S+1: 7

Number 1: energy -2801.2881 a.u.. Number 2: energy -1402.4357 a.u.. Number 3: energy -300.4023 a.u.. Number 4: energy -3683.0660 a.u.. Number 5: energy -2769.7170 a.u.. Number 6: energy -685.6304 a.u.. Number 7: energy -3197.5696 a.u.. Number 8: energy -7044.6505 a.u..